*A*
This record from the OMol25 dataset describes C3H7NO3 as an isolated structure. The level of theory is ωB97M-V/def2-TZVPD.

Geometry as XYZ:
```
14
Properties=species:S:1:pos:R:3
C -0.863 0.135 -0.392
C -1.502 -0.483 0.845
C 1.079 -0.020 -0.572
O 2.697 0.304 -0.170
O 1.396 -1.121 -1.152
O -1.613 1.250 -0.822
N 0.629 0.744 0.314
H 2.899 0.610 0.728
H 2.597 -0.965 -0.768
H -1.305 2.002 -0.295
H -1.027 -0.562 -1.223
H -1.417 0.196 1.698
H -2.570 -0.671 0.704
H -1.001 -1.419 1.104
```

M   105.09 g mol⁻¹
Kohn-Sham gap   10.3 eV
LUMO   0.45 eV
Total charge   0

=====

*B*
This record from the OMol25 dataset describes a 2-piece molecular cluster, C3H7NO3 overall. The level of theory is ωB97M-V/def2-TZVPD.

Geometry as XYZ:
```
14
Properties=species:S:1:pos:R:3
C -0.271 0.344 -0.841
C 0.413 -0.052 0.397
N -1.675 2.029 -0.013
C 0.997 -0.077 1.512
O 0.929 -1.908 0.181
O -0.555 1.738 -0.878
O 1.352 -2.855 -0.814
H 0.716 -3.574 -0.688
H -2.315 2.546 -0.611
H -1.309 2.696 0.663
H -1.181 -0.250 -0.956
H 0.396 0.153 -1.684
H 1.404 -1.294 1.324
H 1.097 0.504 2.408
```

M   105.09 g mol⁻¹
Kohn-Sham gap   10.2 eV
LUMO   0.73 eV
Total charge   0

=====

*C*
This record from the OMol25 dataset describes C3H7NO3 as an isolated structure. The level of theory is ωB97M-V/def2-TZVPD.

Geometry as XYZ:
```
14
Properties=species:S:1:pos:R:3
C -1.013 -0.863 0.323
C -2.176 -0.025 0.541
C 1.962 -1.039 -0.363
N 0.395 0.106 1.042
O -0.766 -2.007 0.213
O 0.483 1.397 0.520
O 1.531 -0.678 0.925
H -2.748 -0.358 1.552
H -1.836 1.028 0.509
H -2.929 -0.256 -0.349
H 0.986 -1.446 -0.814
H 2.653 -1.785 -0.410
H 2.377 -0.150 -0.823
H 0.851 1.989 1.270
```

M   105.09 g mol⁻¹
Kohn-Sham gap   9.1 eV
LUMO   0.51 eV
Total charge   0

=====

Of them, the most stable is *A* and the least stable is *B*.

=====

*A*
This record from the OMol25 dataset describes C3H7NO3 as an isolated structure. The level of theory is ωB97M-V/def2-TZVPD.

Geometry as XYZ:
```
14
Properties=species:S:1:pos:R:3
C 0.196 0.784 -0.780
C -1.182 -1.249 0.409
N -1.061 0.508 -0.277
C 0.856 -0.539 -0.019
O 0.814 1.954 -0.306
O 1.197 -0.130 1.232
O 1.388 -1.386 -0.708
H 0.898 2.577 -1.038
H 1.898 0.543 1.152
H -1.195 1.009 0.604
H 0.286 0.609 -1.854
H -1.961 -0.999 1.126
H -0.577 -1.976 0.958
H -1.557 -1.707 -0.499
```

M   105.09 g mol⁻¹
Kohn-Sham gap   8.7 eV
LUMO   0.07 eV
Total charge   0

=====

*B*
This record from the OMol25 dataset describes one molecule with the formula C3H7NO3. The level of theory is ωB97M-V/def2-TZVPD.

Geometry as XYZ:
```
14
Properties=species:S:1:pos:R:3
N 0.504 1.555 -0.441
C 0.255 0.096 -0.450
C 1.156 -0.716 0.436
O 2.529 -0.310 0.234
C -1.195 -0.221 -0.121
O -1.808 -1.226 -0.409
O -1.844 0.734 0.605
H 1.523 1.667 -0.543
H 0.198 1.925 0.476
H 0.441 -0.258 -1.457
H 0.888 -0.551 1.497
H 1.021 -1.821 0.267
H 2.844 -0.779 -0.537
H -2.759 0.400 0.753
```

M   105.09 g mol⁻¹
Kohn-Sham gap   10.5 eV
LUMO   0.65 eV
SMILES   N[C@@H](CO)C(=O)O
Total charge   0

=====

*C*
This record from the OMol25 dataset describes a 2-piece molecular cluster, C3H7NO3 overall. The level of theory is ωB97M-V/def2-TZVPD.

Geometry as XYZ:
```
14
Properties=species:S:1:pos:R:3
C -2.323 0.564 -0.244
C -1.485 -0.350 0.022
C 1.645 0.052 -0.621
N 0.248 0.439 1.275
O -1.214 -1.607 0.140
O 2.033 -1.120 0.074
O 1.094 1.001 0.184
H -3.278 0.427 -0.813
H -2.437 1.577 0.035
H 2.485 0.408 -1.168
H 0.903 -0.142 -1.520
H -0.051 1.384 1.641
H -0.295 -1.703 0.235
H 2.675 -0.931 0.760
```

M   105.09 g mol⁻¹
Kohn-Sham gap (spin up / spin down)   8.3 / 8.6 eV
LUMO (spin up / spin down)   0.36 / 0.42 eV
Total charge   0

=====

*D*
This record from the OMol25 dataset describes a 2-piece molecular cluster, C3H7NO3 overall. The level of theory is ωB97M-V/def2-TZVPD.

Geometry as XYZ:
```
14
Properties=species:S:1:pos:R:3
O -1.047 -1.472 0.185
C -0.013 -1.279 0.767
C 0.903 -0.132 0.377
N 0.207 0.958 -0.231
C -0.587 1.783 0.493
O -0.843 1.586 1.663
H 0.252 -1.910 1.631
H 1.446 0.167 1.288
H 1.753 -0.368 -0.260
H 0.549 1.293 -1.114
H -0.915 2.692 -0.030
O 0.915 -1.084 -2.326
H 0.785 -1.969 -1.968
H 0.673 -1.147 -3.259
```

M   105.09 g mol⁻¹
Kohn-Sham gap   10.2 eV
LUMO   0.52 eV
SMILES   O=CCNC=O.O
Total charge   0

=====

Of them, the most stable is *B* and the least stable is *C*.

=====

*A*
This record from the OMol25 dataset describes a 2-piece molecular cluster, C4H9NO2 overall. The level of theory is ωB97M-V/def2-TZVPD.

Geometry as XYZ:
```
16
Properties=species:S:1:pos:R:3
C 0.205 2.270 0.882
C -0.344 1.536 -0.072
C 0.143 0.168 -0.514
N 1.452 -0.251 -0.055
C -0.914 -0.797 0.013
O -0.733 -1.423 1.079
H -0.163 3.256 1.118
H 1.033 1.911 1.476
H -1.194 1.912 -0.630
H 0.125 0.130 -1.609
H 2.137 0.487 -0.170
H 1.407 -0.479 0.934
H -1.906 -0.681 -0.447
O -0.368 -2.496 -1.035
H 0.177 -2.400 -0.133
H -1.056 -3.141 -0.836
```

M   103.12 g mol⁻¹
Kohn-Sham gap   10.5 eV
LUMO   0.86 eV
SMILES   C=C[C@@H](N)C=O.O
Total charge   0

=====

*B*
This record from the OMol25 dataset describes a 2-piece molecular cluster, C4H9NO2 overall. The level of theory is ωB97M-V/def2-TZVPD.

Geometry as XYZ:
```
16
Properties=species:S:1:pos:R:3
C -1.420 -1.946 -1.027
N -1.059 -1.780 0.340
C -0.722 -1.562 1.438
O 0.536 1.088 1.703
C 1.462 0.763 0.679
C 0.964 1.393 -0.616
O -0.381 1.021 -0.844
H -1.611 -0.960 -1.455
H -0.588 -2.407 -1.563
H -2.302 -2.585 -1.101
H 0.213 0.258 2.089
H 2.459 1.147 0.937
H 1.533 -0.325 0.554
H 1.056 2.488 -0.552
H 1.558 1.049 -1.469
H -0.801 1.156 0.021
```

M   103.12 g mol⁻¹
Kohn-Sham gap   11.0 eV
LUMO   0.82 eV
Total charge   0

=====

Of them, the most stable is *B* and the least stable is *A*.

=====

*A*
This record from the OMol25 dataset describes one molecule with the formula C4H9NO2. The level of theory is ωB97M-V/def2-TZVPD.

Geometry as XYZ:
```
16
Properties=species:S:1:pos:R:3
C 0.897 -0.415 1.559
C -0.171 0.146 0.550
C -1.550 -0.088 1.199
O -1.755 -1.064 1.911
N -0.161 -0.463 -0.762
C -0.135 0.397 -1.957
O 1.167 0.926 -2.049
H 0.561 -0.149 2.592
H 1.836 -0.080 1.125
H 0.987 -1.586 1.385
H 0.066 1.226 0.546
H -2.215 0.827 0.937
H 0.083 -1.342 -1.071
H -1.036 1.107 -1.921
H -0.204 -0.232 -2.879
H 1.629 0.789 -1.165
```

M   103.12 g mol⁻¹
Kohn-Sham gap   9.8 eV
LUMO   0.83 eV
SMILES   C[C@H](C=O)NCO
Total charge   0

=====

*B*
This record from the OMol25 dataset describes one molecule with the formula C4H9NO2. The level of theory is ωB97M-V/def2-TZVPD.

Geometry as XYZ:
```
16
Properties=species:S:1:pos:R:3
N 1.481 0.442 1.248
C 1.275 -0.874 0.985
O 1.812 -1.775 1.610
C 0.349 -1.148 -0.204
C -1.060 -0.505 -0.128
C -1.231 0.781 -0.913
O -0.345 1.799 -0.433
H 2.055 0.682 2.040
H 0.960 1.153 0.747
H 0.861 -0.803 -1.102
H 0.273 -2.236 -0.268
H -1.797 -1.216 -0.525
H -1.344 -0.323 0.916
H -1.040 0.594 -1.980
H -2.261 1.145 -0.818
H 0.012 2.284 -1.174
```

M   103.12 g mol⁻¹
Kohn-Sham gap   10.0 eV
LUMO   0.57 eV
SMILES   NC(=O)CCCO
Total charge   0

=====

Of them, the most stable is *B* and the least stable is *A*.

=====

*A*
This record from the OMol25 dataset describes a 2-piece molecular cluster, C4H9NO2 overall. The level of theory is ωB97M-V/def2-TZVPD.

Geometry as XYZ:
```
16
Properties=species:S:1:pos:R:3
H -0.655 0.931 1.015
N -0.435 1.281 0.079
C 0.118 0.370 -0.602
C 0.396 -1.021 -0.108
O 0.022 -1.103 1.237
C 0.186 -2.393 1.769
H 0.409 0.601 -1.633
H -0.170 -1.738 -0.729
H 1.466 -1.255 -0.245
H -0.436 -3.126 1.234
H 1.236 -2.715 1.716
H -0.125 -2.352 2.815
C -0.505 3.125 -1.626
O -0.183 2.563 -2.649
H 0.236 3.579 -0.945
H -1.561 3.253 -1.328
```

M   103.12 g mol⁻¹
Kohn-Sham gap   10.3 eV
LUMO   0.86 eV
SMILES   [H]/N=C\COC.C=O
Total charge   0

=====

*B*
This record from the OMol25 dataset describes one molecule with the formula C4H9NO2. The level of theory is ωB97M-V/def2-TZVPD.

Geometry as XYZ:
```
16
Properties=species:S:1:pos:R:3
C 1.159 -1.116 -0.591
C 1.079 -0.460 0.577
N 2.150 0.115 1.213
O -0.116 -0.420 1.230
C -1.260 -0.498 0.335
C -1.400 0.657 -0.677
O -0.817 1.812 -0.119
H 1.913 -0.906 -1.328
H 0.501 -1.964 -0.712
H 2.092 0.818 1.929
H 3.039 -0.011 0.754
H -1.341 -1.434 -0.245
H -2.081 -0.485 1.043
H -0.949 0.413 -1.653
H -2.483 0.799 -0.852
H -0.908 2.526 -0.758
```

M   103.12 g mol⁻¹
Kohn-Sham gap   8.5 eV
LUMO   0.88 eV
SMILES   C=C(N)OCCO
Total charge   0

=====

Of them, the most stable is *B* and the least stable is *A*.

=====

*A*
This record from the OMol25 dataset describes one molecule with the formula C4H9NO2. The level of theory is ωB97M-V/def2-TZVPD.

Geometry as XYZ:
```
16
Properties=species:S:1:pos:R:3
C -1.054 1.290 -0.547
C -0.316 0.396 0.441
C -0.879 -1.028 0.404
O -0.420 -1.845 1.448
N 1.137 0.525 0.170
C 1.931 -0.324 -0.550
O 1.814 -1.533 -0.658
H -0.686 2.318 -0.456
H -2.141 1.308 -0.389
H -0.833 0.932 -1.557
H -0.515 0.765 1.452
H -1.959 -0.914 0.559
H -0.737 -1.493 -0.581
H 0.488 -2.098 1.227
H 1.431 1.497 0.135
H 2.738 0.204 -1.097
```

M   103.12 g mol⁻¹
Kohn-Sham gap   10.7 eV
LUMO   0.75 eV
SMILES   C[C@@H](CO)NC=O
Total charge   0

=====

*B*
This record from the OMol25 dataset describes a 2-piece molecular cluster, C4H9NO2 overall. The level of theory is ωB97M-V/def2-TZVPD.

Geometry as XYZ:
```
16
Properties=species:S:1:pos:R:3
C -1.474 -2.048 -0.735
C -0.908 -1.361 0.465
C 0.224 -0.612 0.348
N 0.829 0.152 1.372
H -0.904 -1.762 -1.619
H -1.445 -3.137 -0.663
H -2.551 -1.816 -0.924
H -1.392 -1.468 1.448
H 0.730 -0.523 -0.623
H 0.451 -0.068 2.297
H 1.834 -0.015 1.415
O 1.629 1.796 -1.477
C 1.064 2.695 -0.901
O 0.498 2.685 0.308
H 0.898 3.701 -1.403
H 0.517 1.781 0.692
```

M   103.12 g mol⁻¹
Kohn-Sham gap   9.6 eV
LUMO   0.90 eV
SMILES   C/C=C/N.O=CO
Total charge   0

=====

*C*
This record from the OMol25 dataset describes one molecule with the formula C4H9NO2. The level of theory is ωB97M-V/def2-TZVPD.

Geometry as XYZ:
```
16
Properties=species:S:1:pos:R:3
C 1.901 0.047 0.088
C 0.386 0.251 0.163
C -0.184 0.608 -1.224
O -1.381 1.329 -1.195
N -0.225 -0.986 0.749
C -1.537 -0.992 1.128
O -2.252 0.011 0.918
H 2.316 -0.235 1.062
H 2.399 0.971 -0.228
H 2.156 -0.732 -0.641
H 0.158 1.090 0.832
H 0.542 1.250 -1.741
H -0.264 -0.327 -1.807
H -1.953 0.901 -0.528
H 0.413 -1.758 0.893
H -2.475 -1.426 1.530
```

M   103.12 g mol⁻¹
Kohn-Sham gap   10.4 eV
LUMO   0.80 eV
SMILES   C[C@@H](CO)NC=O
Total charge   0

=====

*D*
This record from the OMol25 dataset describes one molecule with the formula C4H9NO2. The level of theory is ωB97M-V/def2-TZVPD.

Geometry as XYZ:
```
16
Properties=species:S:1:pos:R:3
H 1.376 -1.325 -1.629
N 1.768 -0.403 -1.463
C 1.056 0.356 -0.778
C 1.315 1.779 -0.445
O -0.634 0.058 -0.907
C -0.976 -0.087 0.378
C -1.808 -1.314 0.685
O 0.452 -0.241 1.078
H 0.429 2.276 -0.056
H 1.648 2.290 -1.350
H 2.096 1.836 0.315
H -1.351 0.818 0.879
H -1.927 -1.463 1.760
H -2.793 -1.198 0.224
H -1.347 -2.202 0.244
H 0.695 -1.180 1.065
```

M   103.12 g mol⁻¹
Kohn-Sham gap   10.9 eV
LUMO   0.89 eV
SMILES   [H]/N=C(/C)O[C@@H](C)O
Total charge   0

=====

Of them, the most stable is *A* and the least stable is *D*.